(1)
{"formula": "C31H33IrN7O4S3Se", "method": "ωB97M-V with the def2-TZVPD basis set", "symbols": ["Ir", "C", "N", "C", "C", "N", "C", "S", "C", "C", "C", "C", "C", "N", "H", "H", "H", "H", "H", "H", "H", "H", "H", "S", "C", "C", "N", "C", "S", "C", "N", "C", "C", "C", "C", "C", "C", "C", "N", "C", "C", "C", "C", "C", "C", "C", "N", "C", "C", "C", "C", "H", "H", "H", "H", "H", "H", "H", "H", "H", "H", "H", "H", "H", "H", "H", "H", "H", "H", "H", "H", "H", "H", "H", "H", "O", "Se", "O", "O", "O"], "coordinates": [[-17.46677, -3.84208, 16.89983], [-17.76459, -2.45091, 22.08272], [-16.66473, -2.50082, 21.12553], [-15.36240, -2.46469, 21.62892], [-14.54092, -2.84363, 20.63299], [-15.37301, -3.14628, 19.46121], [-16.65655, -3.10138, 19.82168], [-18.11807, -3.17708, 18.93182], [-14.77590, -3.75556, 18.34684], [-13.35733, -3.62699, 18.26868], [-12.63480, -4.44702, 17.30693], [-13.45465, -5.33440, 16.57643], [-14.82590, -5.26056, 16.61394], [-15.51101, -4.37939, 17.40235], [-18.52538, -1.69869, 21.77858], [-17.34344, -2.22813, 23.01493], [-18.49159, -3.34166, 22.15537], [-15.15092, -2.22567, 22.66842], [-13.42709, -2.85962, 20.72335], [-12.81870, -2.91722, 18.91328], [-11.52573, -4.45515, 17.37630], [-12.98421, -6.15204, 16.09805], [-15.38673, -6.01248, 15.99515], [-18.21611, -5.98411, 17.43226], [-17.98998, -5.99524, 19.15273], [-16.70374, -6.11167, 19.74668], [-15.56399, -6.11036, 20.00940], [-19.13698, -6.20214, 19.87595], [-20.18984, -7.43875, 19.13237], [-19.43942, -5.44382, 21.07437], [-19.44851, -4.77085, 22.03080], [-15.41411, 1.88949, 13.12596], [-14.67601, 1.57882, 14.44585], [-13.18917, 1.40307, 14.09551], [-14.86003, 2.70177, 15.51319], [-15.24839, 0.23797, 15.05598], [-15.74087, 0.20740, 16.38830], [-16.46132, -0.89629, 16.79909], [-16.51504, -2.05170, 16.17569], [-16.02587, -2.09719, 14.92853], [-15.23555, -0.97427, 14.40122], [-16.47570, -3.30104, 14.17488], [-16.11831, -3.38200, 12.81084], [-16.43268, -4.61290, 12.17787], [-17.41641, -5.41870, 12.74590], [-18.11586, -5.08312, 14.02574], [-17.26450, -4.15302, 14.89216], [-15.83013, -4.92984, 10.79346], [-15.73538, -3.59577, 10.01062], [-14.41626, -5.53846, 10.89324], [-16.63218, -5.87250, 9.96786], [-15.17794, 2.80035, 12.64717], [-16.49616, 1.83528, 13.18038], [-15.15450, 1.05007, 12.45606], [-12.69607, 2.28184, 13.80536], [-13.00974, 0.62483, 13.36856], [-12.56857, 0.99969, 14.92232], [-14.41196, 3.64008, 15.18073], [-14.35561, 2.54544, 16.39765], [-15.94844, 2.86537, 15.65846], [-15.74315, 1.06103, 17.04297], [-17.01093, -0.83931, 17.74700], [-14.72853, -1.19524, 13.47676], [-15.54081, -2.56508, 12.36067], [-17.51522, -6.45137, 12.33797], [-18.44490, -6.02251, 14.50865], [-14.81382, -2.96832, 10.25127], [-16.66277, -2.96678, 10.01796], [-15.54018, -3.76054, 8.95201], [-13.71945, -4.87840, 11.32342], [-14.10973, -5.77004, 9.84697], [-14.47598, -6.51405, 11.42356], [-17.72154, -5.64321, 9.96454], [-16.59538, -6.85762, 10.30498], [-16.33959, -5.89592, 8.90895], [-21.53938, -7.20729, 19.78545], [-19.87415, -2.88311, 14.72513], [-18.84377, -1.72543, 14.23458], [-19.46643, -3.56715, 16.29182], [-19.34879, -4.39400, 13.62473]], "mulliken_charge": [3.38, -0.82, 0.25, -0.59, -0.53, 1.01, -0.10, -0.77, 0.50, -1.16, -0.72, -1.03, -0.07, 0.18, 0.30, 0.42, 0.37, 0.40, 0.33, 0.46, 0.44, 0.52, 0.24, -0.52, 0.47, 0.19, -0.63, 0.09, 0.41, 0.15, -0.66, -1.48, 1.93, -1.69, -2.16, 0.50, -1.08, -0.76, -0.64, 0.31, -0.25, 0.35, -1.15, 0.59, -1.32, 0.61, -0.80, 2.19, -1.82, -1.60, -2.09, 0.43, 0.35, 0.32, 0.47, 0.33, 0.34, 0.43, 0.46, 0.38, 0.47, 0.52, 0.44, 0.37, 0.29, 0.36, 0.33, 0.36, 0.48, 0.42, 0.39, 0.34, 0.44, 0.50, 0.38, -0.48, 0.63, -0.51, -0.71, -0.69], "homo_energy_ev": [-5.01, -8.28], "homo_lumo_gap_ev": [3.984, 5.497], "total_energy_ha": -5585.34688, "multiplicity": 6, "charge": 0, "de_lowest_kj_mol": 0.0}


(2)
{"formula": "C42H70F15NNbO13S", "method": "ωB97M-V with the def2-TZVPD basis set", "symbols": ["C", "C", "C", "C", "C", "Nb", "C", "C", "C", "C", "C", "C", "C", "C", "C", "C", "C", "O", "C", "C", "C", "C", "C", "O", "O", "N", "C", "S", "H", "H", "H", "H", "H", "H", "H", "H", "H", "H", "H", "H", "H", "H", "H", "H", "H", "H", "H", "H", "H", "H", "H", "H", "H", "H", "H", "H", "H", "H", "H", "H", "H", "H", "H", "H", "H", "H", "H", "H", "H", "H", "H", "H", "H", "C", "C", "O", "C", "O", "C", "F", "F", "F", "H", "H", "H", "H", "H", "C", "C", "O", "C", "O", "C", "F", "F", "F", "H", "H", "H", "H", "H", "C", "C", "O", "C", "O", "C", "F", "F", "F", "H", "H", "H", "H", "H", "C", "C", "O", "C", "O", "C", "F", "F", "F", "H", "H", "H", "H", "H", "C", "C", "O", "C", "O", "C", "F", "F", "F", "H", "H", "H", "H", "H"], "coordinates": [[-5.29615, -1.30369, -0.80563], [-4.92440, -2.76414, -0.48508], [-3.50143, -2.84868, 0.11511], [-2.45976, -2.68412, -0.98078], [-0.97863, -2.65485, -0.51991], [-0.37752, -1.22312, 1.13140], [0.08196, -0.02714, 3.01000], [0.21420, -0.76595, 4.36299], [-0.27554, 0.06566, 5.57133], [0.55891, 1.34624, 5.86513], [-0.25912, 2.64652, 6.09304], [0.00508, 3.89074, 5.19740], [0.30273, 3.66306, 3.72638], [0.53261, 5.00829, 2.98281], [0.19937, 4.88854, 1.48150], [-1.15915, 5.52292, 1.13487], [-2.31266, 4.95176, 1.94648], [-3.52958, 5.30002, 1.30798], [-4.63569, 4.56243, 1.81188], [1.31409, -0.20173, -0.02308], [2.62177, 0.00730, 0.77759], [3.86712, -0.03799, -0.13553], [5.15574, 0.16920, 0.60443], [6.12703, -0.51891, 0.46181], [5.17858, 1.24946, 1.45242], [-1.85645, 0.25920, 0.55195], [-1.79541, 0.59234, -0.58934], [-1.72253, 0.96542, -2.14273], [-6.37669, -1.15138, -0.83908], [-4.89415, -0.63118, -0.04252], [-4.86396, -0.97720, -1.75324], [-4.98390, -3.36196, -1.39589], [-5.63789, -3.11644, 0.26506], [-3.36437, -3.83035, 0.57293], [-3.43796, -2.06397, 0.86134], [-2.70031, -1.82000, -1.60491], [-2.57764, -3.55508, -1.64094], [-0.71244, -3.67045, -0.20334], [-0.36239, -2.43330, -1.40135], [-1.60678, -2.05668, 2.21923], [0.84821, -2.44814, 1.66765], [-0.78242, 0.64154, 3.09740], [0.97355, 0.58444, 2.85904], [-0.33418, -1.70644, 4.34204], [1.27394, -0.98556, 4.53501], [-1.31550, 0.34056, 5.37349], [-0.28587, -0.56332, 6.46699], [1.06625, 1.14989, 6.81347], [1.34827, 1.47005, 5.12597], [-1.32936, 2.43954, 6.07304], [-0.04974, 2.97686, 7.11487], [0.76682, 4.53348, 5.64874], [-0.91689, 4.48447, 5.22334], [1.21622, 3.08475, 3.58883], [-0.52621, 3.16526, 3.23332], [1.58271, 5.28167, 3.10717], [-0.08212, 5.77779, 3.45656], [0.17376, 3.83977, 1.17368], [0.96707, 5.40888, 0.90528], [-1.09509, 6.60527, 1.26845], [-1.38312, 5.31007, 0.08609], [-2.22286, 3.86394, 2.03383], [-2.29350, 5.36324, 2.96705], [-5.52224, 5.19498, 1.77608], [-4.44561, 4.23791, 2.83778], [-4.82115, 3.67895, 1.19633], [1.54812, -0.89702, -0.83881], [1.02490, 0.77444, -0.42285], [2.72292, -0.68737, 1.61526], [2.58063, 1.01852, 1.19707], [3.73483, 0.76044, -0.87135], [3.88688, -0.99806, -0.65011], [4.66440, 1.04642, 2.24463], [6.83881, -1.45965, -2.55384], [5.93877, -0.90336, -3.63130], [6.42680, -1.21182, -4.96300], [6.17004, -2.42353, -5.41528], [5.57043, -3.29954, -4.86490], [6.73945, -2.56294, -6.84034], [7.99457, -2.09801, -6.91916], [5.98867, -1.87124, -7.70981], [6.74940, -3.83730, -7.23123], [7.86202, -1.10368, -2.68757], [6.47866, -1.13653, -1.57406], [6.85666, -2.54976, -2.57551], [5.91696, 0.18348, -3.59273], [4.91594, -1.26602, -3.53360], [9.34622, -4.38664, -5.13429], [10.58125, -5.23433, -4.92927], [11.10057, -5.10671, -3.58910], [10.48587, -5.82005, -2.65642], [9.56452, -6.56480, -2.80798], [11.17632, -5.59162, -1.29676], [11.38698, -4.29139, -1.06948], [12.36605, -6.21471, -1.28313], [10.43784, -6.08006, -0.30778], [9.55404, -3.34493, -4.88562], [9.02454, -4.44309, -6.17206], [8.52561, -4.72315, -4.50014], [11.38898, -4.89864, -5.57618], [10.39090, -6.28505, -5.14617], [-8.50230, -3.23212, 4.41732], [-7.56282, -4.37887, 4.72142], [-6.23055, -4.10282, 4.25616], [-5.49409, -3.31272, 5.02888], [-5.82392, -2.82693, 6.07103], [-4.10147, -3.12708, 4.39529], [-4.21222, -2.85077, 3.09826], [-3.39273, -4.25826, 4.53507], [-3.44579, -2.14317, 4.99915], [-8.49004, -3.00440, 3.35101], [-9.51927, -3.49571, 4.70805], [-8.21102, -2.33221, 4.95717], [-7.86673, -5.27760, 4.18866], [-7.53681, -4.60805, 5.78664], [1.05895, -4.69787, -5.75185], [0.48366, -3.37990, -5.28294], [-0.83428, -3.15115, -5.82753], [-1.82537, -3.78780, -5.21926], [-1.73689, -4.53963, -4.29659], [-3.16925, -3.37842, -5.85370], [-3.10880, -3.42856, -7.19311], [-3.48613, -2.12869, -5.49905], [-4.14333, -4.19064, -5.45272], [1.06801, -4.74398, -6.84181], [2.08047, -4.80604, -5.38807], [0.47097, -5.53717, -5.38288], [1.08313, -2.54656, -5.64256], [0.43962, -3.32061, -4.19575], [-4.91812, 7.29489, -0.82735], [-6.12398, 7.59050, 0.03035], [-6.28945, 9.01380, 0.24899], [-6.85090, 9.69768, -0.73009], [-7.25711, 9.28066, -1.77470], [-6.96583, 11.17966, -0.31816], [-5.82065, 11.63653, 0.20115], [-7.92803, 11.32614, 0.60630], [-7.27975, 11.93734, -1.36633], [-4.02360, 7.73202, -0.38461], [-4.76537, 6.21979, -0.91009], [-5.03686, 7.71095, -1.82840], [-5.99845, 7.17054, 1.02434], [-7.04006, 7.18430, -0.39801]], "mulliken_charge": [-1.07, -0.63, 0.11, -0.26, -1.19, -1.41, 0.21, -0.81, -0.80, -0.52, -1.00, -1.04, 0.83, -1.07, -0.71, -0.74, -0.25, -0.27, -0.79, -0.83, -0.56, -0.37, 0.35, -0.60, -0.50, -0.74, 0.59, -0.39, 0.38, 0.22, 0.25, 0.32, 0.31, 0.37, 0.06, 0.01, 0.46, 0.59, 0.12, 0.25, -0.04, 0.40, 0.07, 0.30, 0.32, 0.35, 0.38, 0.51, 0.33, 0.50, 0.25, 0.36, 0.22, 0.31, -0.39, 0.49, 0.50, 0.28, 0.35, 0.25, 0.37, 0.28, 0.24, 0.22, 0.40, 0.28, 0.52, 0.28, 0.43, 0.27, 0.32, 0.43, 0.38, -0.74, -0.22, -0.31, 0.35, -0.50, 0.87, -0.24, -0.27, -0.24, 0.32, 0.12, 0.26, 0.35, 0.31, -0.91, -0.54, -0.31, 0.33, -0.51, 0.90, -0.24, -0.26, -0.24, 0.33, 0.35, 0.36, 0.37, 0.35, -1.10, -0.23, -0.31, 0.14, -0.55, 1.11, -0.25, -0.29, -0.22, 0.28, 0.38, 0.31, 0.33, 0.32, -1.16, 0.16, -0.36, 0.41, -0.51, 0.86, -0.27, -0.24, -0.25, 0.30, 0.37, 0.32, 0.32, 0.06, -1.03, -0.10, -0.37, 0.30, -0.51, 0.93, -0.25, -0.26, -0.24, 0.27, 0.30, 0.42, 0.21, 0.30], "homo_energy_ev": -5.10, "homo_lumo_gap_ev": 6.960, "total_energy_ha": -4628.35444, "charge": -1}


(3)
{"formula": "CH3Br2PS", "method": "ωB97M-V with the def2-TZVPD basis set", "symbols": ["C", "P", "S", "Br", "Br", "H", "H", "H"], "coordinates": [[-2.03896, -0.18256, -0.20721], [1.54434, -0.10457, 0.57003], [2.60207, 0.93917, 1.89415], [2.99996, -1.44482, -0.52647], [1.04989, 1.32836, -1.11044], [-2.50301, -1.05348, 0.22712], [-1.81352, 0.66207, 0.41021], [-1.84076, -0.14417, -1.25738]], "mulliken_charge": [-0.95, 0.37, -0.15, -0.13, -0.10, 0.29, 0.36, 0.32], "homo_energy_ev": [-9.01, -9.71], "homo_lumo_gap_ev": [5.656, 9.291], "total_energy_ha": -5927.41183, "charge": 0, "de_lowest_kj_mol": 319.8}